Formula: C5H9O
Source: OMol25
Level of theory: ωB97M-V with the def2-TZVPD basis set

XYZ file:
```
15
C5H9O, DFT ωB97M-V with the def2-TZVPD basis set
C -1.247 0.236 0.274
C -0.711 -1.028 -0.296
C -0.264 1.233 -0.276
C 1.500 -0.156 0.717
C 0.777 -0.813 -0.431
O 1.002 0.645 -0.478
H -2.361 0.441 -0.032
H -1.262 0.301 1.405
H -0.826 -1.826 0.398
H -1.075 -1.013 -1.253
H -0.505 1.550 -1.414
H -0.165 2.054 0.419
H 1.168 0.087 1.798
H 2.618 -0.241 0.432
H 1.350 -1.470 -1.262
```

Output
HOMO-LUMO gap: 0.501 Ha
energy relative to the best compared isomer or geometry (same formula, charge and spin): 41.4 kcal per mole
net charge: +1
E: -270.77064 a.u.
multiplicity: 1